Below is 2 unconnected molecules or ions with the total composition C11H24N2O6PS, with properties calculated with the ωB97M-V functional and the def2-TZVPD basis.

Each line ends with the Löwdin charge.
CARTESIAN COORDINATES (ANGSTROEM)
C1 -0.93325 -3.23147 2.41563  -0.088
C2 -1.72986 -2.11095 3.07940  -0.387
C3 -1.57712 -2.19492 4.61482  -0.063
C4 -1.44904 -0.68375 2.52116  -0.119
C5 -0.33500 -0.49325 1.49351  -0.213
O1 0.77951 0.26783 2.05349  -0.372
S1 2.26342 -0.37591 1.90729  0.905
O2 2.23329 -1.72892 2.40371  -0.380
O3 2.94969 0.57998 3.02690  -0.390
P1 2.50725 0.81940 4.58189  0.304
O4 3.67922 0.94703 5.41979  -0.197
O5 1.47276 -0.33288 4.93376  -0.102
O6 1.54890 2.06776 4.47262  -0.071
H1 0.13994 -3.10732 2.53979  0.062
H2 -1.21485 -4.18055 2.87371  0.087
H3 -1.16832 -3.32969 1.35272  0.081
H4 -2.77836 -2.32521 2.86774  0.121
H5 -0.72589 -2.82038 4.88726  0.075
H6 -2.46008 -2.64742 5.06419  0.077
H7 -1.45061 -1.21649 5.07281  0.064
H8 -1.22145 -0.00820 3.34549  0.102
H9 -2.36907 -0.30012 2.07887  0.113
H10 0.02741 -1.43303 1.08438  0.088
H11 -0.69429 0.12093 0.66551  0.106
H12 1.92844 -1.11812 5.27192  0.111
H13 0.61497 1.82896 4.45670  0.088
C6 -0.75808 1.65486 -7.02774  -0.072
C7 -1.20641 2.40786 -5.79292  -0.150
N1 -0.49439 1.97921 -4.57288  -0.037
C8 -0.61692 2.58870 -3.34436  0.009
C9 0.15770 1.89620 -2.47697  0.007
N2 0.74238 0.87368 -3.18749  -0.080
C10 0.33044 0.94691 -4.44980  -0.015
C11 1.66207 -0.13316 -2.65016  0.039
H14 -0.94867 0.58448 -6.94329  0.084
H15 -1.32154 2.02052 -7.88265  0.093
H16 0.30164 1.81080 -7.23204  0.090
H17 -2.27054 2.26099 -5.61222  0.137
H18 -1.02748 3.47614 -5.90278  0.135
H19 -1.23936 3.45564 -3.21227  0.145
H20 0.35519 2.03177 -1.42827  0.139
H21 0.63219 0.28088 -5.23819  0.167
H22 2.62554 -0.05484 -3.14683  0.109
H23 1.24763 -1.12725 -2.79556  0.108
H24 1.79098 0.05334 -1.58864  0.089

Summary:
HOMO level in hartree: -0.4606
Total charge: +1
Frontier orbital gap in eV: 9.6

***

Below is a gas-phase ion, C11H24N4OPS (charge +1) at a distorted geometry, with properties calculated with the ωB97M-V functional and the def2-TZVPD basis.

Each line ends with the Löwdin charge.
CARTESIAN COORDINATES (ANGSTROEM)
C1 -5.71972 1.76582 -0.00398  -0.183
C2 -4.18860 1.13409 0.17361  -0.541
S1 -3.40974 1.79255 1.74889  0.774
C3 -2.19832 0.50319 2.41131  -0.416
C4 -0.92243 0.38274 1.38456  -0.135
N1 -0.13726 1.64042 1.07250  0.122
N2 0.90284 1.24361 0.20149  -0.119
C5 1.92952 2.27851 -0.30418  -0.160
N3 3.31045 1.68107 0.00351  -0.153
C6 4.37050 2.76121 0.10029  -0.138
C7 0.84126 -0.25778 -0.12433  -0.196
P1 2.07377 -1.16826 -1.26399  0.906
C8 2.67547 -0.01705 -2.71102  -0.303
C9 1.29987 -2.67284 -2.14958  -0.319
N4 -0.33503 -0.81448 0.64684  -0.031
C10 -0.87842 -2.22588 0.69496  -0.118
C11 0.23459 -3.39008 1.00248  -0.211
O1 -0.08732 -4.15728 2.24412  -0.112
H1 -5.90233 1.82634 -1.18131  0.091
H2 -6.55630 1.06633 0.46295  0.090
H3 -5.79828 2.85186 0.48243  0.085
H4 -3.58371 1.38045 -0.80705  0.086
H5 -4.32094 -0.03273 0.28894  0.085
H6 -1.77806 0.78406 3.49039  0.119
H7 -2.73917 -0.53474 2.54094  0.085
H8 1.82632 2.45123 -1.46702  0.131
H9 1.78286 3.32623 0.20786  0.146
H10 3.21257 1.31243 0.98947  0.110
H11 4.86651 2.70049 1.18403  0.108
H12 5.23991 2.46276 -0.66098  0.101
H13 3.97955 3.85191 -0.07337  0.095
H14 2.69838 -0.68022 -3.70299  0.067
H15 1.85532 0.80373 -2.89725  0.045
H16 3.74920 0.43307 -2.47624  0.065
H17 1.69751 -3.66330 -1.62086  0.061
H18 1.66833 -2.73526 -3.27238  0.071
H19 0.13597 -2.67118 -2.02734  0.046
H20 -1.52042 -2.50219 -0.25571  0.144
H21 -1.64518 -2.25179 1.60962  0.141
H22 0.13787 -4.18551 0.11866  0.132
H23 1.35489 -3.02060 0.97318  0.120
H24 -0.12221 -3.45293 2.96658  0.111

Summary:
HOMO level in hartree: -0.4242
Total charge: +1
Frontier orbital gap in eV: 7.8
Structure (SMILES): CCSCc1nn(CNC)c(P(C)C)[n+]1CCO

***

Below is a molecular structure, C11H25BaF6NO5S6Si2Te at a distorted geometry, with properties calculated with the ωB97M-V functional and the def2-TZVPD basis.

Each line ends with the Löwdin charge.
CARTESIAN COORDINATES (ANGSTROEM)
Ba1 -1.47938 1.68657 0.90239  1.579
S1 -1.54501 1.83873 3.82085  -0.299
S2 -2.35223 0.30000 4.92322  -0.269
S3 -1.61353 -1.42770 3.92976  -0.250
S4 -1.89064 -0.91558 1.96070  -0.305
F1 -4.73573 1.94695 -1.93463  0.140
C1 -3.63334 2.04492 -2.67175  -0.677
F2 -3.63955 1.06332 -3.57652  0.133
F3 -3.68832 3.20877 -3.33684  0.119
S5 -2.06692 1.95710 -1.69445  0.557
O1 -2.25430 0.63578 -1.06183  -0.599
O2 -1.13799 2.13434 -2.76517  -0.276
N1 -2.57650 3.09307 -0.59423  -0.521
S6 -2.01673 4.32959 0.30177  0.581
O3 -1.69494 5.57552 -0.32541  -0.256
O4 -1.26519 3.91802 1.50268  -0.542
C2 -3.67754 4.67649 1.03246  -0.685
F4 -3.52440 5.69418 1.88384  0.135
F5 -4.48226 5.09082 0.03942  0.116
F6 -4.25556 3.66940 1.65540  0.160
C3 -0.17768 -4.18681 0.48717  -0.184
Si1 -0.01846 -3.71810 -1.30359  0.352
C4 -1.64782 -3.09637 -1.97408  -0.190
C5 0.40394 -5.29329 -2.26144  -0.205
C6 1.33571 -2.47335 -1.59103  -0.586
Te1 0.65951 -0.46878 -1.09674  1.330
C7 2.64119 0.09389 -0.51238  -0.582
Si2 3.01286 -0.26191 1.27486  0.381
C8 3.27876 -2.10921 1.51515  -0.186
C9 4.68597 0.54270 1.63352  -0.201
C10 1.80517 0.28962 2.55729  -0.188
H1 -0.86999 -5.02679 0.60098  0.030
H2 -0.56697 -3.34978 1.07748  -0.015
H3 0.78694 -4.49171 0.90436  0.023
H4 -2.39556 -3.89281 -2.01574  0.027
H5 -1.54035 -2.66969 -2.97519  0.032
H6 -2.03820 -2.31335 -1.31529  0.018
H7 -0.35984 -6.05918 -2.09415  0.017
H8 1.36118 -5.70466 -1.92592  0.018
H9 0.47271 -5.11629 -3.33849  0.017
H10 1.66197 -2.46196 -2.63282  -0.004
H11 2.19634 -2.70769 -0.96224  -0.015
H12 2.71191 1.16667 -0.70733  -0.004
H13 3.33804 -0.41114 -1.18480  0.007
H14 3.93298 -2.54803 0.75579  0.023
H15 2.31584 -2.62694 1.48392  0.016
H16 3.72310 -2.29446 2.49737  0.027
H17 5.45885 0.20598 0.93568  0.017
H18 5.01962 0.30569 2.64836  0.018
H19 4.61454 1.63153 1.55335  0.022
H20 0.89300 -0.31696 2.52732  -0.018
H21 1.48029 1.32601 2.43762  0.023
H22 2.24159 0.18878 3.55414  0.043
C11 0.63375 3.47690 -0.91058  -0.288
O5 0.23898 2.28373 -0.27347  -0.797
H23 0.89048 4.27348 -0.20073  0.072
H24 -0.13464 3.91665 -1.55729  0.039
H25 1.48435 3.37736 -1.60273  0.072

Summary:
HOMO level in hartree: -0.0134
Total charge: -2
Frontier orbital gap in eV: 4.3

***

Below is a molecular structure, C11H25ClErNO6P2 at a distorted geometry, with properties calculated with the ωB97M-V functional and the def2-TZVPD basis.

Each line ends with the Löwdin spin population.
CARTESIAN COORDINATES (ANGSTROEM)
C1 -3.25866 0.06773 -1.73948  0.000
C2 -2.00564 0.42626 -1.28218  0.000
N1 -1.01929 -0.46767 -1.02366  -0.002
C3 -1.30319 -1.77619 -1.23913  0.000
C4 -2.52356 -2.18500 -1.75205  0.000
C5 -3.53563 -1.26497 -1.99688  0.000
C6 -1.77462 1.90344 -1.22276  0.000
P1 -0.22262 2.51942 -0.55838  -0.003
Er1 1.36808 0.18612 -0.28437  3.031
P2 1.17278 -2.49026 0.02404  -0.004
C7 -0.28943 -2.88794 -1.02202  0.001
O1 -2.69647 1.29790 4.29381  0.000
O2 1.13380 -0.00533 3.50629  -0.001
H1 -3.99409 0.85511 -1.91578  0.000
H2 -2.65206 -3.25509 -1.91803  0.000
H3 -4.51071 -1.58581 -2.35842  0.000
C8 0.47624 3.32916 -2.05149  0.000
C9 -0.62481 3.84036 0.58618  -0.001
H4 -0.80940 -3.72129 -0.51998  0.000
H5 0.06576 -3.26429 -2.00285  0.000
H6 -2.52449 2.35200 -0.60328  0.000
H7 -1.92461 2.39332 -2.19584  0.000
C10 2.44114 -3.50516 -0.80806  -0.001
C11 0.82327 -3.32140 1.58694  -0.001
H8 1.05675 0.03158 4.71100  0.000
H9 0.14681 0.32507 2.93889  0.001
H10 -3.52041 1.92807 4.27859  0.000
H11 -2.89582 0.78804 3.53097  0.000
H12 1.82477 0.45805 -2.35700  -0.009
H13 0.69596 0.21248 5.91763  -0.004
H14 0.37557 4.41063 -1.87502  0.000
H15 1.53091 3.03647 -2.17716  0.000
H16 -0.10665 3.01613 -2.93299  0.000
H17 -0.49360 4.77625 0.02801  0.000
H18 -1.65771 3.66515 0.91231  0.000
H19 0.08305 3.75026 1.42570  0.000
H20 1.51295 -4.17232 1.67784  0.000
H21 0.98776 -2.55436 2.36587  0.000
H22 -0.22570 -3.64102 1.57654  0.000
H23 2.53229 -4.45742 -0.26984  0.000
H24 2.17699 -3.68039 -1.86100  0.000
H25 3.39409 -2.96058 -0.77243  0.000
O3 4.89058 1.23658 1.15800  0.000
Cl1 4.23207 1.15608 -0.10985  0.000
O4 4.95932 1.49446 -1.28818  0.000
O5 3.70655 -0.25354 -0.30733  -0.002
O6 2.98166 1.99393 -0.07317  -0.002

Summary:
2S+1: 4
HOMO level (spin up / spin down) in hartree: -0.1964 / -0.1974
Total charge: 0
Frontier orbital gap (spin up / spin down) in eV: 4.4 / 4.4